(1)
This record from OMol25 describes a 2-piece molecular cluster, C6H10F2N2 overall. The level of theory is ωB97M-V/def2-TZVPD.

Atoms and positions in Å:
1 C 1.90323 1.50346 -1.46097
2 C 0.98378 0.65240 -1.86260
3 C 0.33639 -0.31737 -1.06525
4 C -0.67354 -1.31675 -1.70466
5 C 0.97136 -1.81289 1.88738
6 C -1.88465 1.47221 1.92800
7 N 0.78275 -0.41323 0.11918
8 N 0.53396 -0.85116 1.26674
9 F -2.43976 2.50507 2.43705
10 F -2.89289 0.90101 1.13881
11 H 2.28545 2.29090 -2.02804
12 H 2.02269 1.51770 -0.32402
13 H 0.82850 0.72043 -2.95785
14 H -1.44480 -1.88611 -1.07454
15 H 0.00284 -2.24230 -2.11662
16 H -1.01771 -0.71670 -2.56168
17 H 1.60050 -2.63071 1.43967
18 H 0.76274 -1.86457 2.87141
19 H -1.59545 0.80590 2.79090
20 H -1.06538 1.68269 1.27709

- calculated total energy (Ha) = -543.70343
- structure (SMILES) = C=C/C(C)=N/N=C.FCF
- multiplicity = 1
- LUMO energy (eV) = 0.392
- highest occupied orbital energy (eV) = -8.53


(2)
This record from OMol25 describes one molecule with the formula C6H14N2. The level of theory is ωB97M-V/def2-TZVPD.

Atoms and positions in Å:
1 C -0.40592 -1.47154 -1.88093
2 N -1.02858 -1.04694 -0.55788
3 C -0.24753 0.13735 -0.06126
4 C -0.13789 0.09655 1.56007
5 C 0.92481 -0.91536 1.77044
6 C 1.83161 -0.82775 2.69744
7 C -0.80594 1.53632 -0.59170
8 N 0.08824 2.15550 -1.55223
9 H -0.05144 -2.44269 -1.84471
10 H -1.19641 -1.25279 -2.67639
11 H 0.51174 -0.98921 -2.37158
12 H -2.02152 -0.93650 -0.59733
13 H 0.82614 0.00939 -0.42650
14 H 0.03626 1.10068 1.99167
15 H -0.96978 -0.24502 2.13979
16 H 0.89043 -1.82518 1.10024
17 H 2.73428 -1.37903 2.74096
18 H 1.70322 -0.15803 3.52411
19 H -0.90298 2.24809 0.24697
20 H -1.84202 1.40427 -0.98510
21 H 0.40140 1.75079 -2.42832
22 H -0.33813 3.05110 -1.79775

- calculated total energy (Ha) = -346.41786
- structure (SMILES) = C=CC[C@H](CN)NC
- multiplicity = 1
- LUMO energy (eV) = 1.049
- highest occupied orbital energy (eV) = -8.76


(3)
This record from OMol25 describes C14H10F5FeNS as an isolated structure. The level of theory is ωB97M-V/def2-TZVPD.

Atoms and positions in Å:
1 C 0.92413 -1.15297 -1.79096
2 C -0.50129 -1.06546 -2.04086
3 C -1.18625 -1.70119 -0.93545
4 C -0.19776 -2.16913 -0.01317
5 C 1.09777 -1.81384 -0.51965
6 Fe -0.04524 -0.10943 -0.38480
7 C -1.46253 1.39445 -0.79613
8 C -0.23235 1.67299 -1.35374
9 C 0.56077 2.41215 -2.14279
10 N 1.19522 0.75964 0.21811
11 H -2.24521 -1.94250 -0.88502
12 H -0.97723 -0.64086 -2.92191
13 H -0.39219 -2.80234 0.84978
14 H 2.03829 -2.03250 -0.01840
15 H 1.71994 -0.72990 -2.40554
16 H -2.30341 0.96458 -1.37939
17 H 1.99629 1.31905 0.45771
18 H -1.81606 2.00780 0.05002
19 H 0.09834 3.20073 -2.75309
20 H 1.64981 2.27239 -2.16134
21 F 0.00258 0.04372 7.85397
22 C -0.00071 0.03099 6.50776
23 C -0.11563 1.20472 5.77758
24 F -0.22339 2.36579 6.43677
25 C -0.11963 1.19081 4.38762
26 F -0.23488 2.36060 3.73085
27 C -0.00133 -0.00515 3.64355
28 S 0.10260 0.04728 1.89351
29 C 0.11292 -1.19259 4.41780
30 F 0.22291 -2.39259 3.78812
31 C 0.11291 -1.17132 5.81590
32 F 0.22054 -2.32623 6.51059

- net charge = -2
- calculated total energy (Ha) = -2755.09291
- multiplicity = 5
- LUMO energy (alpha / beta) (eV) = 5.266 / 5.255
- expectation value of S² = 6.1658
- highest occupied orbital energy (alpha / beta) (eV) = 1.90 / 0.74


(4)
This record from OMol25 describes a 2-piece molecular cluster, C7H15P overall. The level of theory is ωB97M-V/def2-TZVPD.

Atoms and positions in Å:
1 C 1.30362 1.85813 -0.51794
2 C 1.18753 2.87506 -1.32190
3 C -2.52385 -0.84345 1.31062
4 C -1.78411 -1.47186 0.37992
5 C -1.91463 -1.79086 -1.07523
6 C 0.57048 0.74143 1.69183
7 C 1.84867 -0.77088 -0.64862
8 P 0.36752 0.22369 -0.19223
9 H 2.28902 1.82125 0.09905
10 H 0.47744 2.80869 -2.05785
11 H 1.89072 3.69453 -1.25501
12 H -2.26612 -0.93552 2.36787
13 H -3.31142 -0.18124 0.96012
14 H -1.02988 -1.99038 0.91165
15 H -2.90628 -1.96137 -1.47180
16 H -1.24896 -2.55571 -1.38894
17 H -1.53608 -0.89384 -1.61371
18 H 1.65413 0.84389 1.78799
19 H 0.09240 1.70410 1.93154
20 H 0.19396 -0.05778 2.40448
21 H 2.15519 -0.71359 -1.73955
22 H 2.77847 -0.52326 -0.05498
23 H 1.71218 -1.88101 -0.50733

- calculated total energy (Ha) = -616.93873
- structure (SMILES) = C=CP(C)C.C=CC
- multiplicity = 1
- LUMO energy (eV) = 1.029
- highest occupied orbital energy (eV) = -8.40


(5)
This record from OMol25 describes a 2-piece molecular cluster, C3H4N2O overall. The level of theory is ωB97M-V/def2-TZVPD.

Atoms and positions in Å:
1 N 2.54046 -0.35725 0.35041
2 C 1.67766 0.22288 -0.27115
3 O 0.96210 0.88016 -0.92096
4 C -1.78677 0.66631 -0.57107
5 C -1.37069 -0.24028 0.26907
6 N -0.91902 -1.08412 1.04517
7 H 2.49968 -1.13846 0.97696
8 H 0.10289 -1.07060 1.00092
9 H -1.87593 0.41894 -1.62243
10 H -1.83038 1.70242 -0.25694

- calculated total energy (Ha) = -301.40864
- structure (SMILES) = C=C=N.N=C=O
- multiplicity = 1
- LUMO energy (eV) = 0.605
- highest occupied orbital energy (eV) = -9.18


Number 4 is which compound?
C7H15P